Record 1
The following is a DFT calculation (ωB97M-V/def2-TZVPD) of a molecular structure, C27H41CrNP2 at a distorted geometry.

Element x y z (Å)
C 0.236 -3.165 -4.885
H -3.026 5.504 -0.774
H 1.181 2.167 -1.692
H 1.399 -0.342 -0.978
C 2.090 -1.277 0.885
H -0.248 -3.273 -5.864
H -1.557 4.004 1.037
C -0.256 5.480 0.201
H -2.144 0.672 -5.391
C -1.606 0.594 -4.432
H -4.715 1.122 -4.015
H -3.557 2.709 0.952
C 1.632 -3.131 -4.735
C 0.938 3.210 -1.375
H -0.470 2.102 -0.097
H -3.186 -2.264 -3.147
C -3.603 -1.504 -3.824
C 0.346 3.947 -2.576
H 0.395 -3.787 2.533
Cr -1.748 -0.537 -1.505
H -4.317 -1.185 -0.507
C 1.820 -2.270 1.834
C 0.087 -2.850 -2.501
C 0.347 5.266 -2.796
P -2.759 2.955 -1.334
H 2.530 -2.446 2.630
H -2.995 -0.188 0.339
H -1.184 -3.402 0.631
C -0.258 -2.838 0.752
H -2.820 2.961 -3.664
C 0.658 -3.053 1.776
N -0.481 -2.063 -1.541
H -4.237 4.910 -1.928
H -2.574 5.248 -2.455
P -2.835 0.015 -3.237
H 1.956 3.641 -1.195
C 0.905 6.303 -1.892
H -0.789 -0.141 -4.488
C 0.168 3.017 -0.028
H -0.102 5.646 -3.717
H 1.889 6.665 -2.246
C 2.240 -3.313 -3.477
H -4.700 -1.579 -3.789
H 2.962 -0.628 0.975
C 0.120 -1.942 -0.269
H -1.199 1.555 -4.102
C 1.422 -3.328 -2.352
H -1.635 -2.984 -3.785
H -3.238 -1.670 -4.853
H 1.821 5.193 -0.215
H -0.972 6.287 0.466
C -3.624 2.675 -2.949
C 1.043 5.935 -0.392
H -4.710 0.935 -2.185
H 1.353 6.837 0.163
C -3.253 -1.135 -0.200
H -4.672 3.747 0.059
H -2.923 -2.076 0.333
H 2.276 -3.024 -5.612
H 1.776 -3.587 -1.344
H -4.473 3.377 -3.061
C -0.554 -3.012 -3.747
H 3.329 -3.444 -3.361
C -4.047 2.848 -0.017
C -3.171 4.821 -1.635
H 0.930 2.666 0.705
H 0.091 3.220 -3.393
C -4.143 1.258 -3.084
H 0.289 7.203 -1.981
C 1.210 -1.055 -0.163
H -4.681 1.982 -0.204
C -0.601 4.225 0.477

Charge ... 0
E_LUMO (alpha / beta) ... 0.018 / 0.014 Eh
Relative energy (zero: lowest compared OMol25 entry of this formula, charge and spin) ... 3.5 kcal per mole
E_HOMO (alpha / beta) ... -6.46 / -6.72 eV
Kohn-Sham gap (alpha / beta) ... 7.0 / 7.1 eV
Multiplicity ... 5
Expectation value of S² ... 6.075
Largest force on an atom ... 3.97 eV/Å

Record 2
The following is a DFT calculation (ωB97M-V/def2-TZVPD) of C8H12N2 in the gas phase at a distorted geometry.

Element x y z (Å)
H 1.971 -0.877 2.804
C 1.288 -0.668 0.785
H 0.887 -0.310 -3.178
C -1.417 -0.323 0.699
C 1.299 1.300 -1.078
C -0.146 -0.735 2.727
H 1.123 1.755 -0.046
C -2.356 -0.196 -0.209
H -0.442 0.981 -2.855
N 0.343 -0.644 -0.183
C 0.004 0.020 -2.601
H 2.311 -0.583 0.422
C -1.292 -0.477 2.082
H 2.422 1.176 -1.311
H -2.104 -0.074 2.709
C 1.084 -0.908 2.073
H -0.185 -0.740 3.876
N 0.524 0.173 -1.235
H -3.347 -0.404 -0.025
H 0.920 2.150 -1.607
H -2.193 0.132 -1.250
H -0.696 -0.749 -2.598

Charge ... 0
E_LUMO ... 0.032 Eh
Relative energy (zero: lowest compared OMol25 entry of this formula, charge and spin) ... 134.9 kcal per mole
SMILES ... C=C=C/C=C\C=N\N(C)C
E_HOMO ... -7.30 eV
Kohn-Sham gap ... 8.2 eV
Largest force on an atom ... 4.02 eV/Å

Record 3
The following is a DFT calculation (ωB97M-V/def2-TZVPD) of C4H4N4O in the gas phase at a distorted geometry.

Element x y z (Å)
N -1.518 -1.212 -0.483
H 1.130 1.719 1.332
H 0.215 0.087 -2.416
C -0.389 0.365 1.362
N 0.579 -1.605 0.397
C -0.178 -1.126 -0.544
O -1.954 -1.285 0.806
C 0.537 1.156 -0.625
N 0.453 1.199 0.794
N -1.481 -0.126 1.475
H 0.812 2.098 -1.077
H 1.554 -1.327 0.320
C 0.240 0.060 -1.340

Charge ... 0
E_LUMO (alpha / beta) ... 0.017 / -0.064 Eh
Relative energy (zero: lowest compared OMol25 entry of this formula, charge and spin) ... 78.6 kcal per mole
E_HOMO (alpha / beta) ... -7.06 / -9.64 eV
Kohn-Sham gap (alpha / beta) ... 7.5 / 7.9 eV
Multiplicity ... 3
Expectation value of S² ... 2.027
Largest force on an atom ... 3.76 eV/Å

Record 4
The following is a DFT calculation (ωB97M-V/def2-TZVPD) of 3 unconnected molecules or ions with the total composition C3H10O3S at a distorted geometry.

Element x y z (Å)
O -0.686 -2.816 -3.490
H 1.253 2.612 3.431
C -0.448 -0.010 0.733
H -0.148 2.799 0.699
H -0.960 -3.560 -4.010
H -1.527 -0.162 0.803
H -0.773 0.341 -1.407
C 0.309 -1.288 0.579
O 1.286 1.784 2.932
H -0.223 0.562 1.631
H 1.367 -1.153 0.255
H -1.495 -2.481 -3.099
S -0.515 2.558 -0.545
C -0.203 0.770 -0.580
H 2.072 1.839 2.416
H 0.821 0.607 -0.907
O -0.130 -2.404 0.559

Charge ... 0
E_LUMO ... 0.015 Eh
Relative energy (zero: lowest compared OMol25 entry of this formula, charge and spin) ... 16.0 kcal per mole
SMILES ... O=CCCS.O.O
E_HOMO ... -9.14 eV
Kohn-Sham gap ... 9.6 eV
Largest force on an atom ... 1.57 eV/Å

Among the records above, which one has the highest largest force on an atom?
C8H12N2

Which value of relative energy (zero: lowest compared OMol25 entry of this formula, charge and spin) does entry 4 give?
16.0 kcal per mole

Among the records above, which one has the lowest largest force on an atom?
C3H10O3S